Entry 1:
54
Properties=species:S:1:pos:R:3:forces:R:3 method="wB97M-V/def2-TZVPD" total_charge=+2 e_homo_ev="-13.36 / -13.85" lumo_ev="-8.035 / -8.021" e_above_lowest_kj_mol=320.8 multiplicity=2 e_tot_ev=-118234.0856
Ir -0.647352 0.131189 0.574161 -1.457 -1.155 -0.143
C -4.387652 -3.182511 2.892161 -0.148 0.017 -0.185
S -3.475352 -3.809211 1.464861 0.653 0.306 -0.128
C -2.343452 -2.541811 1.070561 -1.528 1.531 1.838
S -2.353352 -1.015211 1.927961 0.823 -0.098 -1.123
N -1.534552 -2.837111 0.105761 1.788 -1.563 -1.725
N -0.658952 -1.985011 -0.347339 0.860 2.744 1.586
C 0.489848 -2.352411 -0.901739 -1.178 -1.140 0.473
C 1.300248 -1.421311 -1.562139 0.493 1.711 -0.052
C 2.700248 -1.558211 -1.634139 -0.533 -0.020 0.289
C 3.486248 -0.489111 -1.972539 -0.586 0.567 -0.191
C 2.872848 0.758789 -2.250439 0.448 -0.387 0.274
C 1.522448 0.831089 -2.354539 -0.323 -0.160 0.028
N 0.700348 -0.241211 -2.068239 1.712 -0.889 -0.016
H -4.551152 -4.036411 3.544361 0.070 -0.039 0.020
H -5.353852 -2.804511 2.565361 0.054 0.117 0.009
H -3.828152 -2.413311 3.417261 -0.017 -0.099 0.037
H 0.877148 -3.352611 -0.729839 -0.373 -0.168 -0.341
H 3.132648 -2.512911 -1.373939 0.013 -0.061 0.079
H 4.554948 -0.592211 -2.053739 0.187 -0.004 0.127
H 3.478548 1.627889 -2.444739 -0.007 0.123 -0.116
H 1.001848 1.712189 -2.703539 0.005 0.001 -0.119
O -1.503052 2.346089 1.245161 0.407 -1.090 -0.221
C -0.765952 3.163989 2.150661 0.557 0.606 0.487
C 0.537648 3.701589 1.556561 -0.307 -0.388 -0.120
C 1.453448 2.572489 1.062461 -0.111 0.157 0.033
C 1.671348 1.545889 2.131261 0.247 0.111 -0.091
C 2.425448 1.825789 3.265161 -0.088 -0.197 -0.036
C 2.527448 0.883489 4.272161 -0.170 -0.077 -0.135
C 1.917948 -0.352111 4.092261 0.025 0.019 -0.204
C 1.219448 -0.578011 2.921861 0.164 -0.311 0.449
N 1.069148 0.360589 1.978261 -0.729 -0.495 -0.317
H -1.970952 2.916789 0.625161 -0.004 -0.175 -0.203
H -0.555552 2.531989 3.016961 -0.096 0.085 -0.050
H -1.399052 3.993089 2.475061 0.004 -0.117 0.030
H 1.043448 4.276089 2.331061 0.008 0.095 0.049
H 0.334448 4.376189 0.723461 -0.050 0.106 0.048
H 2.407448 2.996889 0.748061 0.023 -0.032 -0.052
H 0.995348 2.076189 0.192561 0.183 0.138 0.079
H 2.913548 2.779989 3.360261 0.060 0.214 -0.018
H 3.061348 1.105289 5.182961 0.117 0.011 0.049
H 1.986648 -1.126211 4.840861 -0.010 -0.057 0.002
H 0.757548 -1.540311 2.731861 -0.090 0.137 0.017
Cl -2.095552 0.780489 -1.369239 -0.304 0.169 0.503
C -1.683152 -0.108911 -2.768939 0.151 -0.265 -0.552
C -0.358152 -0.455511 -3.015039 -0.904 -0.038 -0.475
C -0.027952 -1.000111 -4.264139 -0.204 0.135 -0.063
Cl 1.607348 -1.334711 -4.649239 -0.060 -0.092 -0.152
C -1.016552 -1.222111 -5.229439 -0.147 0.005 0.102
Cl -0.586252 -1.787411 -6.782639 -0.061 -0.021 0.192
C -2.362052 -0.962911 -4.922739 0.170 0.023 0.022
Cl -3.579252 -1.302911 -6.063639 0.065 0.047 0.094
C -2.694452 -0.388511 -3.689839 0.133 0.023 0.022
Cl -4.314652 0.010789 -3.314739 0.059 -0.058 -0.112

Entry 2:
50
Properties=species:S:1:pos:R:3:forces:R:3 method="wB97M-V/def2-TZVPD" total_charge=0 e_homo_ev=-8.03 lumo_ev=-0.166 e_above_lowest_kj_mol=0.0 multiplicity=1 e_tot_ev=-52360.8847
O 0.540057 3.961240 2.457631 -1.308 1.804 -0.086
C 1.275862 3.109633 2.094073 1.574 -1.771 0.742
C 2.427764 2.654082 3.066996 2.254 0.962 1.099
C 2.062865 1.292129 3.620912 0.616 1.737 1.333
C 1.358596 1.208738 4.845314 -0.952 -1.565 -2.155
C 0.719527 0.027405 5.196154 1.837 -0.859 0.200
C 1.055616 -1.213327 4.535980 0.220 1.692 -0.053
Cl 0.402509 -2.716064 5.235190 0.618 1.140 -0.853
C 1.911979 -1.093288 3.387175 -1.403 0.015 0.410
C 2.032566 -2.248327 2.437709 1.312 -1.505 -2.244
F 2.187486 -1.926103 1.050344 1.200 0.578 2.311
F 0.914959 -2.958797 2.288057 0.245 -0.601 1.550
F 3.148124 -3.074786 2.795793 -2.484 1.409 -0.924
C 2.404777 0.171936 2.953039 -1.015 -2.417 -0.051
N 1.126604 2.324498 0.952508 0.338 1.021 0.143
C 0.395074 2.663814 -0.215757 -2.054 0.082 0.116
C -0.014477 4.025209 -0.451695 2.293 -1.284 2.092
C -0.768125 4.248254 -1.551558 -1.784 0.605 -2.510
C -1.075921 3.203791 -2.429671 -0.209 -1.101 -0.896
C -0.776982 1.816617 -2.213463 -0.446 1.055 1.072
C -1.151338 0.644073 -3.080466 1.563 0.225 0.346
O -1.561567 0.822528 -4.183876 -1.449 0.776 -1.945
N -0.836749 -0.684112 -2.712500 0.474 0.113 1.748
C -1.627798 -1.732484 -3.417150 -0.599 -0.362 -0.034
C -2.799472 -2.201996 -2.538014 0.028 -0.988 -0.116
C -3.173167 -3.578247 -3.191951 1.445 1.606 0.214
N -1.842702 -4.143734 -3.430797 0.069 -1.629 0.843
C -0.936879 -3.072604 -3.771450 0.955 0.758 -0.363
C -0.149567 -0.936808 -1.463961 0.262 -0.041 -0.232
C 0.238107 0.124954 -0.688007 -0.637 0.758 0.370
C -0.158051 1.549345 -1.016965 2.795 -0.429 1.609
H 2.671298 3.343748 4.004267 -1.489 -0.885 -2.156
H 3.484062 2.694231 2.610002 -1.709 -0.565 0.010
H 1.024888 2.056823 5.372358 0.143 1.185 0.457
H 0.170208 0.150748 6.124830 -0.338 -0.967 -0.236
H 2.902492 0.211729 1.995476 0.297 -0.065 0.037
H 1.643892 1.468143 0.946075 0.294 0.047 -0.164
H 0.359915 4.891513 0.182298 -0.648 -1.545 -0.728
H -1.187377 5.273378 -1.817686 0.896 -1.446 0.438
H -1.520380 3.435684 -3.381199 -0.408 0.145 -0.126
H -2.020742 -1.361146 -4.413626 0.504 0.262 1.660
H -2.512627 -2.430251 -1.440138 -0.247 0.557 -1.751
H -3.589622 -1.485553 -2.581133 -0.657 0.560 0.299
H -3.712648 -3.591045 -4.137313 -0.137 0.642 -0.032
H -3.769731 -4.056001 -2.471416 -0.543 -1.396 0.744
H -1.477869 -4.656033 -2.606135 -0.595 0.561 -0.831
H -0.678213 -3.052036 -4.860433 -0.038 -0.225 0.878
H -0.034784 -3.179343 -3.171902 0.335 -0.063 -0.308
H 0.146426 -2.036341 -1.206997 -0.769 2.276 -0.613
H 0.771136 0.054182 0.293077 -0.649 -0.863 -1.314

Entry 3:
49
Properties=species:S:1:pos:R:3:forces:R:3 method="wB97M-V/def2-TZVPD" total_charge=0 e_homo_ev=-8.17 lumo_ev=0.498 e_above_lowest_kj_mol=356.9 multiplicity=1 e_tot_ev=-40394.2882
C 1.253972 -2.893822 -1.710587 1.009 2.165 -0.554
N 0.945881 -1.419480 -1.740119 0.641 -0.326 -1.898
C 1.506549 -0.524839 -2.820921 0.136 0.906 2.263
C 3.017666 -0.230312 -2.576519 -0.919 -1.177 -0.481
C 3.993412 -0.294872 -3.562438 -0.464 0.827 -4.218
C 5.337312 -0.004084 -3.384173 -0.069 -1.598 2.372
C 6.347174 0.062254 -4.502684 -0.655 0.389 1.810
F 7.561817 0.484547 -4.094894 0.229 -1.090 0.136
F 5.918938 1.087084 -5.215761 -0.378 0.300 -2.488
F 6.463163 -1.105931 -5.187058 0.075 1.295 0.014
C 5.721245 0.114851 -2.032970 3.000 0.597 -2.052
C 4.842226 0.103155 -1.026517 -1.387 0.040 -0.645
C 3.485944 -0.016975 -1.298510 -0.660 0.517 1.957
O 2.746147 0.229028 -0.123258 -0.474 -0.572 -1.101
C 1.361923 0.171184 0.025580 0.221 0.678 1.278
C 0.874741 1.032146 1.034594 1.915 -1.258 -1.383
C -0.392951 1.074256 1.439686 -3.069 -0.607 -0.526
C -1.295034 0.204348 0.759365 -0.088 -0.002 -0.577
C -2.773098 0.277501 1.061737 1.254 -0.118 0.746
C -3.688168 -0.084583 0.166868 -3.926 -0.312 -1.542
C -5.084975 -0.038907 0.428359 1.483 -0.240 -0.821
C -5.439778 0.285739 1.691329 -1.479 0.175 1.146
C -4.504097 0.535546 2.680274 1.877 -1.420 -0.975
C -4.982653 0.335777 4.176010 2.750 4.851 0.159
O -6.095373 1.181372 4.417200 -1.445 0.117 -0.374
C -3.960318 0.944543 5.251421 1.175 -1.250 -3.882
O -3.636557 2.281795 4.874830 1.422 0.570 -1.196
N -3.195154 0.559424 2.267914 -0.760 0.807 4.263
C -0.828327 -0.664805 -0.316453 0.052 3.785 4.758
C 0.491641 -0.699499 -0.620257 1.807 0.023 -0.874
H 1.073731 -3.253493 -2.745026 0.477 -0.120 0.747
H 0.534325 -3.296025 -1.057128 -0.957 -0.814 0.709
H 2.273009 -3.156118 -1.272077 -0.968 0.368 -0.905
H 1.211830 -0.857442 -3.811511 0.534 -0.335 -0.146
H 1.000424 0.477639 -2.682405 0.245 -1.127 -0.179
H 3.662728 -0.349424 -4.708160 0.412 -0.250 2.645
H 6.790241 0.335944 -1.804353 -0.928 -0.349 -0.206
H 5.190757 0.330991 -0.076143 0.219 0.152 1.769
H 1.531669 1.630207 1.567579 1.638 1.119 0.512
H -0.687163 1.869889 2.161078 -0.114 -1.126 -0.508
H -3.422354 -0.422052 -0.763872 0.759 -0.622 -2.217
H -5.893194 -0.317043 -0.274867 0.993 0.168 0.173
H -6.480848 0.228132 1.945026 -0.387 0.164 0.306
H -5.093806 -0.708907 4.340656 -0.990 -0.726 0.271
H -5.839128 2.148192 4.460569 0.272 -1.827 -0.206
H -3.028523 0.418076 5.122822 0.300 -0.764 0.744
H -4.438121 0.818089 6.191489 -0.087 0.483 0.928
H -2.852129 2.278641 4.181146 -2.603 -0.441 2.095
H -1.526716 -1.161737 -0.836874 -2.089 -2.026 -1.849

Entry 4:
48
Properties=species:S:1:pos:R:3:forces:R:3 method="wB97M-V/def2-TZVPD" total_charge=+3 e_homo_ev="-18.01 / -18.01" lumo_ev="-11.662 / -12.234" e_above_lowest_kj_mol=38.1 multiplicity=2 e_tot_ev=-52575.7720
Ir -0.699661 -0.484443 0.097372 0.088 0.124 0.471
O -2.297388 -1.616159 0.305078 -0.078 -0.009 0.137
N -2.151713 -2.919509 0.664912 0.031 -0.027 0.052
C -3.257633 -3.676015 0.721560 0.007 0.060 -0.003
C -3.144809 -4.997863 1.096204 0.041 -0.057 0.014
C -1.895844 -5.520292 1.416323 -0.046 0.014 -0.014
C -0.773640 -4.706724 1.353959 -0.007 0.020 0.005
C -0.924777 -3.386135 0.962976 -0.015 0.014 0.053
S 0.395506 -2.254480 0.842562 0.108 -0.044 -0.240
H -4.182432 -3.182645 0.459567 -0.002 0.006 0.011
H -4.037656 -5.605998 1.136926 0.000 0.000 0.000
H -1.797190 -6.554891 1.716973 -0.002 -0.001 0.001
H 0.211388 -5.077510 1.603642 0.001 0.001 -0.001
N -0.048672 2.502413 0.470312 -0.074 0.028 0.320
P 0.849479 1.124684 0.416917 0.112 0.155 -1.197
C 2.509690 1.385905 0.890460 0.036 -0.235 0.612
C 3.388261 1.906550 -0.075368 0.011 -0.013 0.028
C 4.687890 2.188806 0.298640 -0.003 -0.015 -0.011
C 5.112546 1.933519 1.600186 0.002 -0.002 0.007
C 4.242608 1.408183 2.549735 0.007 0.010 0.004
C 2.932210 1.134646 2.204739 -0.047 0.075 -0.018
C 0.799025 0.445031 -1.261499 -0.251 -0.213 -0.108
C 1.725668 -0.599232 -1.600637 0.104 0.128 0.003
C 1.848082 -1.032093 -2.895975 0.054 0.023 -0.010
C 1.059929 -0.447503 -3.889820 -0.002 -0.011 -0.022
C 0.161495 0.591497 -3.605035 0.033 0.048 -0.013
C 0.032442 1.042396 -2.319540 0.076 0.035 0.043
C -1.440892 2.444253 0.358848 0.006 0.048 0.126
C -2.228030 3.574694 0.469910 0.000 0.015 -0.018
C -3.600746 3.433792 0.364316 0.009 0.016 0.011
C -4.146619 2.170986 0.158045 0.000 -0.025 0.000
C -3.302749 1.092737 0.063196 0.001 0.013 -0.083
N -1.955878 1.217927 0.148772 -0.102 -0.084 -0.131
H 0.373939 3.383529 0.739051 0.016 0.002 -0.035
H 3.062131 2.093940 -1.091056 -0.006 0.011 0.002
H 5.375782 2.603268 -0.425681 0.003 -0.006 -0.001
H 6.137314 2.146027 1.875449 -0.004 0.013 0.005
H 4.585493 1.219604 3.557655 0.007 -0.010 -0.005
H 2.247701 0.739820 2.945975 -0.001 -0.008 -0.004
H 2.369956 -1.004907 -0.829000 -0.043 -0.053 0.012
H 2.558364 -1.806471 -3.151360 -0.003 -0.004 0.004
H 1.157805 -0.792082 -4.912742 -0.001 -0.001 0.001
H -0.408302 1.045205 -4.404465 0.001 0.004 0.003
H -0.625155 1.874542 -2.106071 -0.061 -0.044 0.015
H -1.772993 4.541320 0.639427 0.001 -0.001 -0.005
H -4.240096 4.302865 0.449323 0.000 0.000 -0.003
H -5.213661 2.024602 0.074951 0.000 -0.002 0.005
H -3.678165 0.092212 -0.085713 -0.005 0.003 -0.026

Question: Which value of multiplicity does entry 2 give?
Answer: 1